The following is a DFT calculation (ωB97M-V/def2-TZVPD) of a structure of composition C38H79AsF6NO16S8 in a non-equilibrium geometry.

```
149
Properties=species:S:1:pos:R:3:forces:R:3:mulliken_spin:R:1
As -0.38663 -0.34493 -0.05272 -1.3 -2.1 -1.0 0.645
F -0.08365 -0.22047 -1.79517 1.1 0.2 -1.3 0.006
F 0.82962 0.90883 0.33538 1.3 1.4 0.3 -0.006
F -0.89278 -0.50789 1.68649 -0.4 0.1 1.6 -0.113
F -1.51070 -1.74845 -0.54665 -0.6 -0.1 0.4 0.012
F 0.81351 -1.65371 0.19284 1.1 -0.3 0.1 0.004
F -1.65791 0.89679 -0.44673 -1.1 1.2 0.3 0.069
C 6.04311 -0.77783 3.74062 0.5 1.2 0.9 -0.007
C 6.03482 -2.06825 2.98324 -1.6 0.4 -2.6 0.011
N 6.12698 -1.84684 1.47440 2.9 -0.6 1.1 -0.004
C 5.73977 -3.01755 0.66267 -0.4 -0.1 0.1 0.003
C 6.26815 -4.42034 1.00335 0.4 0.2 0.6 0.000
C 5.48286 -0.65788 0.96866 -0.9 -1.2 -2.0 0.012
C 3.97157 -0.72389 1.08699 -0.4 1.7 0.4 -0.005
H 5.50613 0.04489 3.26851 -0.4 -0.4 0.0 0.003
H 7.00230 -0.30069 3.94158 0.6 -0.4 -0.4 0.000
H 5.63938 -0.87613 4.74831 -0.3 -0.3 0.0 0.001
H 6.72811 -2.82064 3.35922 0.1 0.1 -0.3 0.001
H 5.01014 -2.43985 2.98988 -0.2 -0.6 1.2 -0.003
H 4.65607 -3.13087 0.69190 -0.4 -0.1 0.1 0.000
H 5.92842 -2.80434 -0.38949 0.3 0.2 0.0 0.002
H 7.34125 -4.59734 0.93111 0.3 0.6 0.0 0.000
H 5.97913 -4.66937 2.02440 0.0 -0.2 0.1 0.000
H 5.85182 -5.19209 0.35592 -0.4 0.3 -0.1 -0.001
H 5.67241 -0.70002 -0.10391 0.1 -0.2 -0.4 0.000
H 5.87745 0.34615 1.12460 0.3 -0.3 1.3 0.000
H 3.62618 0.24082 0.71533 -0.5 0.1 0.0 0.033
H 3.68900 -0.74204 2.13957 -0.3 -0.2 0.0 0.008
H 3.39799 -1.45870 0.52205 0.4 -0.2 0.1 0.022
C 3.82000 0.45413 -2.71264 -0.4 -0.2 0.5 -0.044
C 4.81957 0.98636 -3.74577 -0.2 -0.3 -0.9 0.004
C 4.35124 0.48862 -5.16364 0.3 1.7 0.6 -0.006
S 2.52978 0.63907 -5.12890 -0.3 -2.7 -0.6 -0.009
O 1.98119 -0.52103 -5.85758 1.1 1.9 0.6 0.000
O 2.04805 1.98608 -5.42634 0.9 -0.7 0.3 -0.001
C 2.43622 0.26907 -3.36393 -0.4 -0.3 -0.8 0.042
H 3.73527 1.01658 -1.78282 0.2 0.5 -0.2 0.009
H 4.15375 -0.51095 -2.33140 -0.1 -0.2 -0.3 0.007
H 5.85154 0.65286 -3.63658 -0.1 -0.2 0.5 0.000
H 4.87510 2.07355 -3.69061 -0.2 0.1 -0.3 0.002
H 4.65483 -0.53275 -5.39330 -0.4 0.0 0.2 0.000
H 4.77834 1.16411 -5.90485 -0.2 -0.1 -0.3 0.002
H 2.16451 -0.78496 -3.30666 -0.3 0.1 -0.2 0.005
H 1.52836 0.81947 -3.11705 0.3 0.2 1.0 0.011
C -4.28308 -5.41574 -3.47665 2.4 -0.7 -1.2 0.000
C -3.76246 -4.80413 -2.17783 -0.3 0.6 1.1 0.023
C -2.26112 -5.13137 -1.90588 -1.0 -1.9 -1.5 -0.021
S -1.60289 -4.90912 -3.54228 2.7 -0.6 -0.1 -0.004
O -0.85841 -6.09832 -4.03129 -1.2 1.4 0.9 0.000
O -0.93073 -3.62999 -3.58759 -0.6 -0.5 -0.4 0.003
C -3.14383 -4.91410 -4.38717 -0.5 0.3 -2.2 0.003
H -5.25047 -5.16885 -3.91402 0.0 0.7 0.7 -0.001
H -4.25736 -6.50462 -3.51878 0.1 -0.2 0.5 0.000
H -4.38876 -5.13283 -1.34850 0.1 0.6 0.3 -0.003
H -3.72740 -3.73561 -2.39027 -0.8 0.3 0.8 0.000
H -2.21610 -6.21605 -1.80820 0.3 -0.1 0.5 -0.005
H -1.61065 -4.63055 -1.18883 -0.6 0.4 -0.1 0.014
H -2.87372 -5.44972 -5.29725 -0.5 -0.5 0.1 0.000
H -3.32810 -3.91405 -4.77965 0.0 0.3 0.5 -0.001
C -3.48451 -0.46113 3.48244 0.9 -0.1 0.3 -0.149
C -2.79130 0.11698 4.73442 0.0 -0.5 1.6 -0.016
C -2.74331 -1.03605 5.73433 -3.4 -1.9 -0.2 0.003
S -4.53643 -1.68160 5.64236 -1.2 1.0 -1.5 -0.016
O -5.44559 -0.83736 6.45883 1.6 -1.2 -0.7 -0.002
O -4.62029 -3.13380 5.74649 0.2 0.7 0.3 0.001
C -4.82355 -1.11766 3.85654 0.6 0.1 0.7 0.060
H -2.74536 -1.20364 3.18173 -0.3 -0.4 -0.4 0.116
H -3.48545 0.20499 2.61967 -0.3 0.2 0.2 0.012
H -3.34052 0.91328 5.23678 0.2 0.4 -0.3 -0.009
H -1.71948 0.30193 4.66302 -0.2 0.8 -0.9 0.057
H -2.78415 -1.00147 6.82301 1.1 0.8 0.0 0.000
H -2.24351 -1.90740 5.31118 0.5 0.1 0.4 0.015
H -5.68788 -0.45567 3.90957 0.2 0.2 0.1 0.000
H -5.08689 -1.92596 3.17435 0.2 -0.3 0.4 -0.005
C 0.91499 3.78854 3.99795 -0.5 -0.3 -0.6 0.060
C 0.39932 2.40916 3.57742 0.7 -0.1 -0.8 -0.242
C 1.51670 1.40419 3.65850 1.1 -1.2 -0.7 0.043
S 2.85049 2.04051 4.73604 -0.7 -0.8 -2.0 -0.020
O 4.00226 2.45321 3.86550 -1.9 -0.8 2.3 -0.002
O 2.95402 1.14276 5.89329 0.8 1.2 -0.8 -0.003
C 1.84153 3.47380 5.15758 0.1 0.9 0.2 -0.007
H -0.07162 4.19700 4.21675 0.5 1.0 0.9 -0.029
H 1.33398 4.44561 3.23584 0.3 -0.4 -0.2 0.023
H 0.04606 2.38200 2.54661 -0.5 0.0 0.2 0.112
H -0.39477 2.22246 4.30037 -0.1 -0.6 -0.3 0.011
H 2.01397 1.20660 2.70888 -0.1 0.6 -0.4 0.037
H 1.19784 0.38544 3.87893 0.0 0.1 0.8 0.036
H 2.53801 4.27699 5.39824 -0.3 0.0 0.5 -0.007
H 1.18993 3.10577 5.95009 0.5 0.2 0.5 0.011
C -2.03352 3.12847 -3.83985 -1.5 -1.4 -0.5 -0.007
C -0.86099 3.53398 -4.67027 0.8 0.1 0.2 -0.001
C -1.04519 2.86142 -6.00392 1.0 -0.4 -2.8 0.002
S -1.75377 1.13838 -5.87118 2.9 1.0 3.7 -0.010
O -0.61754 0.14969 -5.91437 -3.2 2.2 -0.4 0.003
O -2.97860 0.99879 -6.61967 0.1 -0.3 -0.6 0.001
C -2.19943 1.57941 -4.02428 -0.1 -0.8 -1.0 -0.018
H -2.92468 3.57955 -4.27627 -0.2 0.1 0.1 0.000
H -1.98607 3.50111 -2.81663 0.2 -0.5 0.1 0.018
H 0.05574 3.25603 -4.15022 0.2 -0.4 -0.3 0.003
H -0.80116 4.62098 -4.72462 -0.1 0.0 -0.4 0.000
H -0.18725 2.69583 -6.65555 1.0 -0.3 0.9 -0.001
H -1.52227 3.47643 -6.76697 -1.4 0.0 0.5 0.000
H -1.59006 0.94125 -3.38433 0.3 0.2 0.0 0.021
H -3.20770 1.16529 -4.02311 -0.2 0.5 0.5 -0.001
C -4.02877 5.32662 0.23912 -2.0 -1.1 -0.9 0.000
C -3.40610 3.94604 0.48511 -0.6 -0.4 -0.4 0.042
C -4.24244 2.79065 -0.21670 0.0 1.8 -1.0 -0.016
S -5.39344 3.65718 -1.43910 0.2 -0.2 1.3 -0.017
O -6.73840 3.61697 -0.79160 1.8 0.3 -1.5 0.001
O -5.15233 3.18041 -2.81638 -0.8 0.8 1.8 0.001
C -4.59786 5.36351 -1.21490 0.5 -1.4 0.6 0.010
H -3.38015 6.14520 0.55107 -0.1 0.0 -0.3 -0.006
H -4.94627 5.28167 0.82587 0.0 0.7 0.5 0.001
H -3.45759 3.80430 1.56463 0.5 -0.3 -0.1 -0.015
H -2.37738 3.99569 0.12823 0.0 -0.6 0.1 0.004
H -4.94497 2.25973 0.42570 0.3 0.0 0.1 0.005
H -3.63227 2.13195 -0.83469 0.1 -0.2 0.4 0.059
H -5.32847 6.15296 -1.39118 0.2 -0.2 -0.3 -0.001
H -3.78298 5.25145 -1.93010 -0.1 0.6 -0.3 0.003
C 2.09859 3.64026 -1.15432 -0.8 0.2 -0.1 0.068
C 2.60019 4.55863 -2.32396 -2.1 1.1 -0.2 0.010
C 2.06609 6.02978 -1.89924 1.1 -1.0 -0.9 -0.015
S 0.35426 5.72868 -1.23986 0.2 -0.8 0.9 -0.014
O -0.61886 5.70088 -2.33659 1.2 0.4 0.8 -0.002
O 0.08378 6.58397 -0.08366 0.2 -0.3 -1.0 0.000
C 0.62830 3.98549 -0.66820 0.8 1.3 -0.6 -0.021
H 2.71996 3.86187 -0.28663 0.2 -0.1 0.0 -0.008
H 2.14488 2.56677 -1.33758 0.1 0.1 -0.2 -0.014
H 2.17946 4.38771 -3.31485 -0.9 -0.6 0.2 0.000
H 3.63713 4.42631 -2.63276 0.4 0.5 1.1 0.001
H 1.97642 6.81336 -2.65162 -0.4 -0.6 -0.7 0.002
H 2.86021 6.49348 -1.31405 -0.7 -0.2 1.3 0.006
H -0.24359 3.41921 -0.99566 0.4 -0.4 -0.5 0.037
H 0.57463 4.02093 0.41990 0.1 0.0 -0.1 0.003
C -2.15475 -5.90383 3.87919 1.0 0.9 -0.4 0.007
C -2.49351 -4.60115 3.03224 0.9 0.5 1.5 -0.020
C -2.41472 -4.82261 1.53916 -0.9 -0.4 -0.8 -0.011
S -1.58348 -6.43727 1.43451 -2.9 1.0 0.0 0.011
O -0.56282 -6.43493 0.41936 0.0 -0.9 0.2 0.000
O -2.78340 -7.32161 1.45643 2.3 0.1 -0.5 -0.002
C -0.96349 -6.46237 3.13232 0.1 -1.3 -2.1 -0.001
H -2.91710 -6.67937 3.95316 -0.1 0.3 -0.1 0.000
H -1.76063 -5.66286 4.86646 -0.6 0.3 0.2 -0.008
H -1.63852 -3.94401 3.19113 0.3 0.1 0.4 0.044
H -3.29148 -4.00176 3.47051 -0.6 -0.5 -0.5 0.006
H -2.01058 -4.02213 0.91949 0.9 0.1 0.6 0.021
H -3.36693 -4.95948 1.02666 -0.3 -0.6 0.4 0.003
H -0.01200 -5.93656 3.05303 -0.2 0.4 0.6 -0.003
H -0.75757 -7.53005 3.20824 0.0 -0.1 0.6 0.002
```
Positions in Å, forces in eV/Å.

The calculation puts the electronic energy at -8774.2118 Eh. For the gap between HOMO and LUMO (spin up / spin down), the calculation gives 2.0 / 7.6 eV. The multiplicity is 2. The net charge is -2.